Molecular formula: C39H50BBr2F40IN2O10P
Method: DFT, the ωB97M-V functional and the def2-TZVPD basis

```
146
Properties=species:S:1:pos:R:3:forces:R:3
C -5.47997 2.99070 -4.36144 -0.4 0.9 0.7
C -5.75631 3.64977 -2.98252 1.0 0.0 -0.4
B -4.49922 3.52470 -2.01785 -1.7 0.1 -0.9
O -4.49930 2.48639 -1.16557 1.5 0.0 0.3
C -3.35178 4.63328 -2.22536 0.0 -0.3 1.2
O -2.70617 4.24308 -3.43724 0.0 0.2 0.1
C -1.36144 3.87199 -3.50515 0.4 0.4 -0.7
C -0.92595 4.05363 -4.97829 -0.9 0.6 -0.1
N -2.03570 3.79371 -5.87669 0.7 -0.5 -0.3
C -2.19973 2.35007 -6.15745 0.1 1.0 0.3
C -0.49995 4.78869 -2.62791 0.3 -1.0 -0.1
N -1.29601 5.79407 -1.82355 0.9 -1.4 -0.2
P -0.16801 6.92834 -1.08563 2.1 2.4 -0.3
O -0.75952 8.22557 -1.14141 -1.9 1.6 0.2
O 0.41704 6.46689 0.29642 -0.4 -1.3 -0.4
O 1.13094 7.08242 -2.00286 -0.5 -1.8 -0.1
C -2.47155 5.12696 -1.02413 -0.7 -0.2 -0.5
C -3.29832 6.30468 -0.41585 -0.3 -0.3 0.9
I -2.62080 7.15437 1.46956 0.1 0.3 -0.2
C -4.79727 6.03555 -0.17739 -0.8 0.5 -0.5
C -5.75322 6.58168 -1.27898 0.5 -0.8 0.4
C -1.92732 4.09284 -0.01536 -0.4 -0.7 0.6
Br -1.39036 2.35018 -0.70594 0.1 1.1 -0.8
C -2.75070 3.77605 1.31528 1.7 -0.4 0.6
C -1.80790 4.03210 2.52337 -0.2 -0.5 -0.6
Br -3.17484 1.85436 1.60413 -1.2 0.7 0.4
H -5.07668 1.99576 -4.25682 0.0 -0.4 -0.2
H -6.39580 3.02321 -4.93073 -0.3 -0.5 -0.3
H -4.78910 3.63733 -4.87912 0.5 -0.1 -0.3
H -5.96245 4.68492 -3.20475 -0.1 0.4 -0.1
H -6.65077 3.26675 -2.50808 -0.2 -0.3 0.1
H -4.94295 1.70793 -1.50480 -0.6 -0.1 0.2
H -3.87795 5.52762 -2.53167 -0.2 0.3 -0.1
H -1.18294 2.82957 -3.31415 -0.3 -0.3 0.7
H -0.05868 3.43287 -5.20296 0.3 -0.2 0.2
H -0.63327 5.08220 -5.16773 0.1 0.3 0.2
H -1.77493 4.25893 -6.72905 -0.2 0.1 -0.4
H -1.31969 1.80169 -5.83902 0.2 -0.3 0.0
H -2.33215 2.21922 -7.21816 -0.2 -0.3 -0.3
H -3.05740 2.00090 -5.60857 -0.3 -0.4 0.1
H 0.16625 5.28075 -3.31499 0.1 0.8 0.0
H 0.13625 4.25590 -1.93514 -0.1 -0.4 0.3
H -1.77969 6.36599 -2.52310 0.0 0.4 0.1
H 0.67326 7.28971 0.74009 0.0 0.1 0.4
H 1.67393 6.28206 -1.97819 0.5 0.2 -0.1
H -3.24650 7.12772 -1.10934 0.3 0.4 -0.1
H -5.14934 6.56151 0.68800 0.4 0.2 0.7
H -5.03572 5.01234 0.07442 0.2 -0.5 -0.3
H -6.42472 7.32289 -0.88200 -0.1 0.4 0.2
H -5.21019 6.99518 -2.11435 0.0 0.2 -0.4
H -6.35316 5.75428 -1.60245 -0.4 -0.1 -0.5
H -0.98558 4.46574 0.35225 0.2 0.3 0.1
H -3.61755 4.38495 1.47664 -0.6 -0.1 -0.4
H -2.42744 4.15522 3.39550 0.0 0.3 0.4
H -1.12716 4.84821 2.34879 -0.1 0.5 0.2
H -1.20343 3.15521 2.68281 0.3 -0.3 0.1
C 3.42592 -0.36779 -3.20905 0.4 0.3 -0.6
C 3.87962 -1.50706 -2.28185 -0.2 0.6 0.4
C 3.15445 -2.84731 -2.41264 0.0 -0.5 0.0
F 1.83729 -2.73856 -2.15207 0.1 0.0 0.0
F 3.67564 -3.71888 -1.51139 0.1 0.1 0.0
F 3.84982 -1.07274 -1.00526 0.0 -0.1 0.1
F 5.18450 -1.74953 -2.58014 0.0 -0.2 -0.3
O 2.51491 0.58492 -2.67673 -0.1 -0.3 0.5
C 1.17294 0.33182 -2.68070 0.5 -0.3 -0.6
C 0.62020 0.18951 -1.26020 0.0 -0.4 0.6
F 1.26577 -0.77218 -0.58266 0.0 0.0 -0.1
F -0.69938 -0.14931 -1.28828 0.3 -0.1 -0.4
F 0.88453 -0.72834 -3.44869 -0.3 0.0 0.1
F 0.57514 1.40508 -3.26294 -0.2 0.2 0.1
H 4.32258 0.21528 -3.40699 0.1 0.0 0.2
H 3.10123 -0.73555 -4.18134 -0.2 -0.2 0.1
H 3.28913 -3.26774 -3.41330 0.0 0.1 0.0
H 0.72974 1.11768 -0.70872 0.2 0.1 -0.1
C 7.09717 -6.28478 -0.02140 -0.6 -0.5 0.2
C 7.21459 -4.81183 0.40281 0.6 -0.4 0.1
C 7.08684 -3.75362 -0.69137 -0.2 0.5 -0.2
F 8.03791 -3.87621 -1.63893 -0.1 0.0 0.1
F 7.22864 -2.51898 -0.14177 -0.1 -0.1 0.2
F 8.36163 -4.64166 1.09584 0.0 0.2 0.0
F 6.19426 -4.57684 1.27633 -0.3 0.1 -0.2
O 8.29505 -7.00619 -0.23222 0.3 0.6 0.0
C 8.93868 -6.93129 -1.44247 -0.7 -0.3 0.1
C 10.30583 -6.25776 -1.32209 0.5 0.1 0.0
F 10.19559 -5.02735 -0.78410 0.0 -0.1 0.0
F 10.85229 -6.12881 -2.55067 -0.1 -0.1 -0.1
F 8.15644 -6.33969 -2.36525 0.2 0.1 -0.2
F 9.13833 -8.19601 -1.85753 0.2 -0.1 -0.1
H 6.63715 -6.79012 0.82567 0.1 0.1 0.1
H 6.39977 -6.41513 -0.84827 0.1 0.2 -0.1
H 6.10430 -3.80152 -1.16611 0.0 -0.1 0.1
H 10.96843 -6.85509 -0.69267 -0.1 -0.1 0.0
C -11.55191 3.26127 -1.70779 -0.5 0.1 0.5
C -10.11114 3.76673 -1.88352 -0.1 -0.7 0.0
C -9.84599 4.75792 -3.01635 0.2 0.4 -0.2
F -10.13801 4.24744 -4.22581 0.1 0.0 0.1
F -8.52040 5.07092 -3.02264 -0.1 0.0 0.1
F -9.27514 2.70834 -1.98194 0.1 0.1 -0.1
F -9.78183 4.41468 -0.72899 -0.1 0.3 0.0
O -11.88078 2.01034 -2.27711 0.6 0.0 -0.3
C -12.23681 1.93162 -3.60233 -0.4 0.4 0.5
C -11.21900 1.13532 -4.41957 0.2 -0.4 -0.2
F -9.98151 1.66361 -4.30455 -0.1 0.0 0.0
F -11.56493 1.16663 -5.72278 -0.1 0.0 0.0
F -12.45515 3.15739 -4.11231 0.0 -0.1 -0.3
F -13.40822 1.27470 -3.65417 -0.1 -0.2 -0.2
H -11.67005 3.09774 -0.63861 0.1 0.0 0.1
H -12.28493 4.02515 -1.96509 0.1 0.1 -0.2
H -10.41580 5.68010 -2.87426 0.0 0.0 0.1
H -11.18748 0.09858 -4.07893 -0.1 0.0 0.1
C 6.84035 -2.70048 3.95532 0.1 0.0 -0.7
C 6.11615 -3.65366 4.92083 0.7 0.1 0.1
C 4.83097 -3.15051 5.57723 -0.5 -0.1 0.1
F 5.03076 -2.05227 6.33042 0.0 -0.1 -0.1
F 4.34825 -4.11986 6.39771 0.1 0.1 0.0
F 6.98601 -4.08068 5.85960 -0.1 0.0 0.1
F 5.76425 -4.75132 4.19214 -0.3 0.1 -0.1
O 7.92935 -1.95248 4.46791 -0.2 -0.2 0.6
C 7.70596 -0.77365 5.13056 -0.2 -0.2 -0.8
C 8.11128 -0.85649 6.60258 0.2 0.0 0.4
F 7.46866 -1.85920 7.22938 0.0 0.0 -0.1
F 7.78638 0.30001 7.22325 0.0 0.1 -0.1
F 6.43094 -0.36837 4.97308 0.0 0.2 0.2
F 8.48315 0.15832 4.54305 0.2 0.2 0.1
H 7.29849 -3.34038 3.20582 0.1 -0.1 0.1
H 6.14327 -2.07070 3.40343 -0.2 0.1 0.2
H 4.06707 -2.93034 4.82629 0.1 0.0 -0.1
H 9.18662 -1.02369 6.69036 0.0 0.0 -0.1
C 2.72112 -9.94196 6.96250 0.3 -0.7 -0.1
C 1.72447 -9.49456 8.04465 0.6 0.4 0.0
C 0.30140 -9.16061 7.59449 -0.5 0.0 0.1
F 0.27337 -8.14481 6.70668 0.0 -0.1 0.1
F -0.42449 -8.77503 8.67120 0.1 -0.1 0.0
F 2.25346 -8.46411 8.73556 -0.1 0.0 0.0
F 1.61304 -10.53388 8.91807 -0.2 -0.2 -0.1
O 3.60027 -8.96702 6.43210 -0.3 0.4 0.3
C 3.18733 -8.15042 5.41186 -0.1 -0.8 0.0
C 3.11097 -6.68854 5.84878 0.1 0.5 0.2
F 2.29939 -6.53720 6.91210 0.0 -0.1 -0.1
F 2.61254 -5.93216 4.83962 0.0 -0.1 -0.1
F 2.02757 -8.59061 4.88616 0.0 0.2 -0.2
F 4.11408 -8.24172 4.43576 0.1 0.2 -0.1
H 3.38618 -10.64483 7.45949 0.0 0.1 0.2
H 2.23462 -10.51416 6.17329 -0.2 0.2 0.0
H -0.18168 -10.03650 7.15190 0.1 0.0 0.0
H 4.09951 -6.31962 6.11522 0.1 -0.1 -0.1
```
Positions in Å, forces in eV/Å.

The HOMO energy comes out at -11.76 eV. Its total charge is +1. As for the LUMO energy: -2.77 eV.

Löwdin population analysis, charges in e, atoms 1 to 99: atom 1 (C): -0.0670, atom 2 (C): -0.1424, atom 3 (B): -0.4709, atom 4 (O): 0.1105, atom 5 (C): -0.1446, atom 6 (O): -0.0423, atom 7 (C): -0.3232, atom 8 (C): -0.1791, atom 9 (N): -0.0944, atom 10 (C): -0.0743, atom 11 (C): -0.0981, atom 12 (N): -0.0117, atom 13 (P): 0.3784, atom 14 (O): -0.2200, atom 15 (O): -0.1195, atom 16 (O): -0.0622, atom 17 (C): -0.3177, atom 18 (C): -0.5676, atom 19 (I): 1.1417, atom 20 (C): -0.2905, atom 21 (C): -0.0477, atom 22 (C): -0.5355, atom 23 (Br): 1.0115, atom 24 (C): -0.6938, atom 25 (C): -0.2251, atom 26 (Br): 0.7280, atom 27 (H): 0.0700, atom 28 (H): 0.0759, atom 29 (H): 0.0607, atom 30 (H): 0.0735, atom 31 (H): 0.0932, atom 32 (H): 0.1289, atom 33 (H): 0.1257, atom 34 (H): 0.0826, atom 35 (H): 0.1224, atom 36 (H): 0.1220, atom 37 (H): 0.1015, atom 38 (H): 0.0729, atom 39 (H): 0.0840, atom 40 (H): 0.0563, atom 41 (H): 0.1123, atom 42 (H): 0.1056, atom 43 (H): 0.1813, atom 44 (H): 0.1160, atom 45 (H): 0.0951, atom 46 (H): 0.0764, atom 47 (H): 0.0554, atom 48 (H): 0.1050, atom 49 (H): 0.0833, atom 50 (H): 0.0811, atom 51 (H): 0.0458, atom 52 (H): 0.0489, atom 53 (H): 0.0412, atom 54 (H): 0.0790, atom 55 (H): 0.0110, atom 56 (H): 0.0474, atom 57 (C): -0.0301, atom 58 (C): -0.4431, atom 59 (C): -0.2919, atom 60 (F): 0.1005, atom 61 (F): 0.0901, atom 62 (F): 0.1367, atom 63 (F): 0.1127, atom 64 (O): 0.0537, atom 65 (C): -0.5376, atom 66 (C): -0.3557, atom 67 (F): 0.1146, atom 68 (F): 0.0088, atom 69 (F): 0.1588, atom 70 (F): 0.1110, atom 71 (H): 0.1519, atom 72 (H): 0.1488, atom 73 (H): 0.1780, atom 74 (H): 0.0934, atom 75 (C): -0.0398, atom 76 (C): -0.4346, atom 77 (C): -0.3005, atom 78 (F): 0.0989, atom 79 (F): 0.0907, atom 80 (F): 0.1314, atom 81 (F): 0.0987, atom 82 (O): 0.0546, atom 83 (C): -0.5457, atom 84 (C): -0.2826, atom 85 (F): 0.0994, atom 86 (F): 0.1038, atom 87 (F): 0.1435, atom 88 (F): 0.1541, atom 89 (H): 0.1517, atom 90 (H): 0.1474, atom 91 (H): 0.1478, atom 92 (H): 0.1775, atom 93 (C): -0.0447, atom 94 (C): -0.4381, atom 95 (C): -0.2883, atom 96 (F): 0.1022, atom 97 (F): 0.0781, atom 98 (F): 0.1233, atom 99 (F): 0.1025